Entry 1:
The following is a quantum chemistry calculation of an isolated ion of composition C9H12BrN4O and charge +1, from the OMol25 dataset.

Computed properties:
Total charge   +1
Structure (SMILES)   Cc1c/c(=[NH+]\CCO)c2n[nH]c(Br)c2[nH]1
Max |F|   4.54 eV Å⁻¹
HOMO energy (spin up / spin down)   -12.2357 / -12.2359 eV
Spin multiplicity   1

Each line ends with the natural charge from an NBO analysis.
Element x y z (Å)
C -0.6743 -3.5052 0.0030  -0.66
C -0.7565 -2.0163 0.0841  0.35
C 0.3302 -1.1826 -0.2716  -0.38
C 0.2513 0.1859 -0.3226  0.30
N 1.2169 1.0799 -0.5214  -0.49
C 2.6399 0.9126 -0.6360  -0.23
C 3.2095 1.6109 0.6158  -0.05
O 2.6697 2.9189 0.5239  -0.74
C -1.1068 0.6494 -0.1248  0.09
N -1.5465 1.8862 -0.2959  -0.24
N -2.8609 1.8439 -0.1926  -0.29
C -3.3943 0.6487 -0.0213  0.05
Br -5.1960 0.1011 0.3215  0.16
C -2.2274 -0.2118 0.0772  0.04
N -2.0253 -1.5856 0.1981  -0.49
H 0.4055 -3.6853 0.0195  0.24
H -1.0224 -3.8849 0.9582  0.24
H -1.2805 -3.8153 -0.9937  0.27
H 1.3509 -1.5602 -0.4557  0.24
H 0.9368 2.0049 -0.2608  0.43
H 3.1511 1.4229 -1.3820  0.23
H 2.8242 -0.0987 -0.7241  0.20
H 4.2337 1.4998 0.5210  0.19
H 2.7668 0.9984 1.3825  0.17
H 2.3474 3.3647 1.2828  0.50
H -3.5058 2.5941 -0.3839  0.44
H -2.7369 -2.1764 0.5990  0.44

Atomic forces in eV per Å
0.24 0.42 -1.11
0.05 0.02 -1.76
0.66 -1.66 0.36
-0.70 1.34 0.33
-1.31 -0.28 -0.55
-0.76 1.16 2.12
-2.99 -1.01 -0.52
0.91 -0.36 -1.62
-1.79 -0.25 -0.13
0.38 1.35 -0.23
-1.09 0.39 -0.26
1.78 -4.00 1.21
1.22 0.74 -0.40
-0.79 0.84 -0.33
0.49 1.95 0.46
-0.34 -0.76 -0.67
-0.60 -0.62 -0.23
1.66 0.23 2.61
-0.98 -0.58 0.22
-0.04 0.73 -0.33
-0.12 0.93 -2.31
0.90 -2.11 0.11
2.26 0.52 0.52
0.32 0.29 1.22
0.03 0.04 1.53
0.72 0.89 0.01
-0.10 -0.20 -0.23

Entry 2:
The following is a quantum chemistry calculation of C9H12Cl2InN4O3Rh as an isolated structure, from the OMol25 dataset.

Computed properties:
Total charge   +4
Max |F|   13.32 eV Å⁻¹
HOMO energy (spin up / spin down)   -19.5620 / -20.4583 eV
Spin multiplicity   5

Each line ends with the Mulliken charge.
Element x y z (Å)
Rh 5.8521 -4.5862 3.4670  0.57
In 1.4724 0.8314 -0.1584  0.38
Cl 3.7039 -4.6742 4.5192  0.36
Cl 2.3757 0.0101 -2.2171  -0.35
C 1.6746 2.5930 -0.6748  0.79
C 6.6288 -5.6309 4.7770  0.50
C 7.4815 -4.4080 2.6164  0.51
O 1.8131 3.6877 -0.9963  -0.15
O 7.1095 -6.2713 5.6013  0.04
O 8.4956 -4.2845 2.0901  0.02
C -1.3736 -0.3720 -0.2243  -0.48
N -0.6607 0.8830 -0.5365  -0.08
C -1.2638 1.9830 0.2609  -0.53
N -2.6953 2.1359 -0.0595  0.15
C -3.3921 0.8735 0.2454  -0.62
N -2.8167 -0.2358 -0.5434  0.38
C -2.9740 0.0806 -1.9777  -0.63
N -2.2760 1.3359 -2.3050  0.24
C -0.8478 1.1839 -1.9821  -0.66
C -2.8363 2.4365 -1.4987  -0.65
H -1.2498 -0.6294 0.8528  0.33
H -0.9392 -1.2183 -0.8023  0.35
H -0.7564 2.9512 0.0629  0.40
H -1.1382 1.7894 1.3498  0.33
H -4.4786 0.9805 0.0244  0.35
H -3.3182 0.6522 1.3326  0.32
H -2.5768 -0.7505 -2.6017  0.33
H -4.0540 0.1709 -2.2380  0.35
H -0.3180 2.1171 -2.2722  0.35
H -0.4118 0.3755 -2.6100  0.42
H -3.9077 2.5948 -1.7567  0.35
H -2.3221 3.3949 -1.7454  0.33

Atomic forces in eV per Å
-3.40 0.64 0.36
0.89 -8.50 1.94
0.04 -0.10 0.02
-0.38 0.13 0.78
1.65 12.71 -3.63
2.99 -3.59 4.53
6.96 0.56 -3.39
-0.36 -4.11 1.27
-2.06 2.65 -3.42
-4.18 -0.47 2.12
-0.14 -1.84 0.60
-0.74 0.26 -0.23
-0.99 1.12 0.99
1.24 -0.77 -0.34
-1.93 -0.04 1.58
1.75 2.89 -0.71
-1.59 -1.64 -2.17
0.77 -0.30 1.78
-0.22 0.03 -1.94
-0.77 0.58 -0.33
-0.23 0.38 -0.65
-0.34 0.65 0.12
-0.29 -0.59 -0.12
-0.15 -0.10 -0.69
0.82 -0.13 -0.06
0.14 0.10 -0.69
-0.08 0.56 0.49
0.75 0.04 0.40
-0.37 -0.46 0.33
-0.27 0.39 0.57
0.68 -0.31 0.25
-0.16 -0.71 0.22

Entry 3:
The following is a quantum chemistry calculation of one molecule with the formula C9H12Cl2Si, from the OMol25 dataset.

Computed properties:
Structure (SMILES)   Cc1cc(C)c([SiH](Cl)Cl)c(C)c1
Max |F|   4.49 eV Å⁻¹
HOMO energy   -8.8863 eV
Spin multiplicity   1

Each line ends with the natural charge from an NBO analysis.
Element x y z (Å)
C 3.3544 -0.7184 0.3048  -0.63
C 1.8759 -0.4310 0.2145  0.03
C 1.3995 0.8866 0.1857  -0.24
C 0.0299 1.2146 0.0638  0.04
C -0.3473 2.6983 -0.0325  -0.64
C -0.9087 0.1078 0.0436  -0.51
Si -2.7983 0.5791 0.2102  1.25
Cl -3.6218 -0.6382 1.7133  -0.37
Cl -3.7901 0.3970 -1.6044  -0.38
C -0.3847 -1.1518 -0.2363  0.11
C -1.2547 -2.2741 -0.4296  -0.64
C 0.9784 -1.3818 -0.1470  -0.27
H 4.0303 0.1533 0.1440  0.22
H 3.6562 -1.2591 1.1967  0.23
H 3.4357 -1.4082 -0.5799  0.22
H 1.9757 1.7845 0.2247  0.21
H -1.3470 2.9180 -0.3321  0.22
H -0.3041 3.2089 0.9720  0.22
H 0.3223 3.2004 -0.6460  0.22
H -3.0212 2.1077 0.4132  -0.15
H -0.8926 -2.9603 -1.1131  0.22
H -1.3522 -2.6907 0.6302  0.23
H -2.3122 -1.9328 -0.7797  0.21
H 1.2766 -2.4096 -0.4160  0.20

Atomic forces in eV per Å
-0.05 -0.57 -1.64
0.87 2.34 -0.27
-1.90 0.52 0.10
-0.23 -1.39 0.39
-0.49 -0.91 2.78
-0.33 2.60 -0.59
1.13 0.45 -0.20
0.19 0.69 -0.72
0.01 -0.32 0.30
0.59 1.86 0.78
-3.99 0.25 2.05
-0.51 -1.81 -0.46
-0.75 -0.55 0.19
-0.08 -0.01 0.12
0.84 0.44 0.88
1.16 0.04 0.20
-0.55 -0.20 -0.66
0.24 -0.61 -0.72
1.26 0.89 -1.26
0.13 -1.62 0.43
0.74 -1.63 -1.16
-0.27 -0.18 -1.57
1.77 -0.80 0.61
0.21 0.51 0.41

Entry 4:
The following is a quantum chemistry calculation of C9H12ClN3 as an isolated structure, from the OMol25 dataset.

Computed properties:
Max |F|   5.40 eV Å⁻¹
HOMO energy   -8.3476 eV
Spin multiplicity   1

Each line ends with the natural charge from an NBO analysis.
Element x y z (Å)
C -0.7250 -1.3934 -3.8307  -0.43
C -1.4818 -0.6366 -1.5271  0.59
C 0.1122 -0.0819 0.3759  0.14
C 1.1494 -0.8984 0.0833  -0.23
C 2.4220 -0.5628 0.5656  -0.17
C 2.5062 0.5154 1.4426  -0.26
C 1.4417 1.2616 1.6752  0.01
C 0.2367 1.1794 1.0267  -0.25
C -3.5321 -1.7391 -0.9914  -0.38
H -0.4861 -2.7162 -3.5967  0.21
H -2.0760 -1.2563 -4.2583  0.25
H 0.1407 -1.0574 -4.4742  0.20
H -0.0616 0.3969 -2.5608  0.39
H -1.8754 -0.2323 0.2652  0.40
H 1.1889 -1.8511 -0.5422  0.25
H 3.3235 -1.0921 0.3594  0.22
H 3.3661 0.6986 2.3375  0.24
H -0.6289 1.9820 1.1085  0.25
H -4.4683 -0.9408 -1.0272  0.20
H -3.0922 -1.5157 0.3477  0.07
H -3.9353 -2.9250 -1.2269  0.22
N -0.5458 -0.5709 -2.5180  -0.65
N -1.0792 -0.3081 -0.2197  -0.62
N -2.5531 -1.3587 -1.8962  -0.59
Cl 1.4751 2.3710 3.1050  -0.06

Atomic forces in eV per Å
-1.75 -1.35 1.36
-1.09 -4.01 -1.18
-0.53 2.91 -1.01
3.89 -2.30 -0.73
-0.68 0.86 0.62
4.36 -1.15 2.97
-2.31 3.27 2.24
-1.26 -0.54 0.06
-2.26 0.17 3.28
-1.05 4.37 -0.51
4.78 -0.46 1.13
-1.49 -0.27 0.30
-0.89 -2.49 -0.33
-3.12 0.67 2.87
-1.08 1.58 0.83
0.21 -0.68 -0.22
-1.89 -0.75 -3.24
1.98 -2.13 -0.09
2.00 -2.34 0.07
-1.53 -1.39 -3.47
1.13 3.53 1.08
1.56 1.43 -1.91
-1.43 -0.88 -4.27
2.27 2.15 1.05
0.19 -0.23 -0.91